Entry 1:
ORCA calculation (the ωB97M-V functional and the def2-TZVPD basis) on one molecule with the formula C5H10N2 at a distorted geometry.

## Properties
* SMILES string: [H]/N=C1\N[C@@H]1C(C)C
* relative energy (zero: lowest compared OMol25 entry of this formula, charge and spin): 90.83 kcal/mol
* E_HOMO: -0.291 hartree

```
17
C5H10N2 the ωB97M-V functional and the def2-TZVPD basis
C 0.33677 -0.07541 -0.80030
H -1.61186 -1.30533 -0.73735
C -0.79483 -1.12019 -0.04472
H -1.52971 0.49882 2.83611
N -0.47618 -2.07503 0.90501
H -0.57119 1.87749 -0.57663
H 0.33011 1.65094 -2.07697
N -1.11688 0.57074 1.91067
C -1.09877 -0.38617 1.15578
H 0.61801 -0.75983 -1.60398
C -0.33512 1.16148 -1.36281
H -1.25657 0.91249 -1.89139
H 1.28634 0.88919 0.88575
C 1.54031 0.21693 0.06458
H 2.31137 0.70703 -0.53286
H 1.95769 -0.70400 0.47400
H 0.41053 -2.05915 1.39509
```



Entry 2:
ORCA calculation (the ωB97M-V functional and the def2-TZVPD basis) on one molecule with the formula C10H18N2O5 at a distorted geometry.

## Properties
* SMILES string: CC[C@H](C)[C@H](N)C(=O)N[C@@H](CC(=O)O)C(=O)O
* relative energy (zero: lowest compared OMol25 entry of this formula, charge and spin): 9.54 kcal/mol
* E_HOMO: -0.358 hartree

```
35
C10H18N2O5 the ωB97M-V functional and the def2-TZVPD basis
O -3.25465 2.52805 -0.90920
H 2.41379 0.85171 1.29507
H -0.03872 -0.91812 -0.87600
H 2.50834 -0.29638 -2.28883
H -2.02923 3.67946 0.60370
H 4.13450 -0.91498 1.59232
O 0.45378 -0.38405 2.13385
H -1.92966 0.19212 -0.86933
H 1.80838 -1.89562 -1.96884
H 3.48284 -1.47490 -1.53407
H -2.90089 -3.08099 -0.77074
H 0.71298 1.12739 -1.89560
C 1.97793 -0.64580 -0.18898
O -1.82218 2.73286 0.80789
C 4.26083 -0.15085 0.87370
C -3.69006 -1.64461 0.13928
C -3.73875 -0.13910 0.21276
C 0.51591 -0.16762 -0.27910
N 0.30799 1.12927 -0.92389
C 2.91683 0.39903 0.42579
C -2.52675 2.01719 -0.08274
N -1.50468 0.10120 1.14410
H 4.81112 -0.57048 0.02935
H -1.82272 0.23266 2.06907
O -2.84496 -2.08720 -0.81224
O -4.32179 -2.39492 0.84497
H 3.06886 1.20888 -0.28777
C 2.46899 -1.10028 -1.55822
H 4.87067 0.64976 1.30378
C -2.36716 0.51731 0.06828
H -4.34991 0.22595 -0.63292
H 0.80197 1.82856 -0.40498
H -4.23030 0.09885 1.16937
H 2.00419 -1.50559 0.47192
C -0.14751 -0.14878 1.09828
```



Entry 3:
ORCA calculation (the ωB97M-V functional and the def2-TZVPD basis) on an isolated ion of composition C2H7N2O3 and charge +1 at a distorted geometry.

## Properties
* SMILES string: C/[NH+]=C(/ON)OO
* relative energy (zero: lowest compared OMol25 entry of this formula, charge and spin): 125.95 kcal/mol
* net charge: +1
* E_HOMO: -0.575 hartree

```
14
C2H7N2O3 the ωB97M-V functional and the def2-TZVPD basis
C -0.65655 -0.45678 -0.50057
O -1.92497 -0.16766 -0.71434
H 1.70773 0.63987 1.44536
H -3.18318 0.51209 0.60281
H -0.39595 1.11217 0.51675
N 0.18573 0.32225 0.12490
N -2.30083 0.84211 0.21315
C 1.61163 0.21619 0.40572
O -0.27900 -1.66334 -1.15050
H 2.07189 0.85493 -0.35562
H 0.54477 -2.84408 -2.30076
H -2.36658 1.64470 -0.36265
O 0.97939 -2.21189 -1.81630
H 1.93272 -0.90311 0.26624
```